Formula: C3H5NO3
Source: the Open Molecules 2025 dataset
Level of theory: ωB97M-V/def2-TZVPD

Structure (XYZ):
```
12
Properties=species:S:1:pos:R:3:lowdin_charge:R:1
C -0.478 -0.931 1.224 -0.3682
N -0.922 -1.027 -0.070 0.0411
C -0.757 0.089 -1.061 -0.0745
C 0.307 1.082 -0.660 -0.5188
O 1.572 0.769 -1.096 0.0808
O 0.086 2.079 -0.060 0.1581
O 0.014 -1.861 1.830 0.0312
H -0.610 0.020 1.753 0.1411
H -0.528 -1.918 -0.382 0.1366
H -0.445 -0.391 -1.980 0.1235
H -1.737 0.542 -1.156 0.1241
H 1.899 -0.030 -0.648 0.1249
```

Properties
total charge = 0
electronic energy = -10824.2402 eV
energy relative to the best compared isomer or geometry (same formula, charge and spin) = 139.7 kJ/mol
gap between HOMO and LUMO = 10.8 eV